{
  "formula": "C29H46P2TeYb",
  "method": "wB97M-V/def2-TZVPD",
  "total_energy_ha": -3241.77462,
  "charge": 1,
  "multiplicity": 2,
  "homo_lumo_gap_ev": [6.1, 5.6],
  "species": ["Yb", "C", "C", "C", "C", "C", "C", "H", "H", "H", "C", "H", "H", "H", "C", "H", "H", "H", "C", "H", "H", "H", "C", "H", "H", "H", "C", "C", "C", "C", "C", "C", "C", "C", "H", "H", "H", "H", "H", "H", "H", "H", "H", "H", "H", "H", "P", "C", "C", "P", "C", "C", "C", "H", "H", "H", "H", "H", "H", "H", "H", "H", "H", "H", "H", "H", "H", "Te", "C", "C", "C", "C", "C", "C", "H", "H", "H", "H", "H"],
  "xyz": [[0.1857, -0.6886, 1.8228], [-0.6665, -2.7173, 2.6686], [0.6344, -3.0061, 2.1622], [0.8685, -1.5213, 3.9041], [-0.5169, -1.8054, 3.7504], [1.5827, -2.2509, 2.9126], [-1.9608, -3.2238, 2.1432], [-1.8609, -3.6086, 1.1217], [-2.7364, -2.4444, 2.1484], [-2.3346, -4.0491, 2.7694], [-1.5984, -1.0827, 4.4565], [-2.5441, -1.6441, 4.4171], [-1.7771, -0.0752, 4.0320], [-1.3283, -0.9415, 5.5129], [1.4048, -0.4833, 4.8148], [1.0658, -0.6729, 5.8464], [1.0517, 0.5276, 4.5438], [2.5050, -0.4747, 4.8148], [3.0464, -2.1686, 2.6727], [3.5947, -2.7756, 3.4094], [3.4214, -1.1385, 2.7690], [3.3150, -2.5439, 1.6785], [0.9504, -3.9166, 1.0296], [1.2228, -4.9146, 1.4154], [1.8044, -3.5639, 0.4294], [0.0904, -4.0575, 0.3584], [-1.5325, 0.7991, -5.0819], [-1.6769, -0.5233, -5.2598], [-0.8278, -1.4354, -6.0873], [0.6124, -0.9594, -6.4146], [1.4088, -0.4945, -5.2354], [1.4891, 0.7619, -4.7680], [0.7436, 1.9558, -5.2662], [-0.6550, 1.7052, -5.8841], [-1.3392, -1.6684, -7.0371], [0.5870, -0.2161, -7.2234], [-0.7505, -2.3969, -5.5521], [-0.5511, 1.3640, -6.9226], [-2.1802, 1.3231, -4.3663], [-2.5604, -1.0194, -4.8312], [-1.1514, 2.6896, -5.9178], [0.6233, 2.6565, -4.4235], [2.2696, 1.0214, -4.0427], [1.3547, 2.4934, -6.0121], [1.1311, -1.8462, -6.8180], [2.0465, -1.2751, -4.7972], [-1.1179, -0.3679, -0.8323], [-2.4955, 0.7673, -1.2395], [-1.3222, -1.5863, -2.1771], [1.8132, 0.1883, -0.5674], [0.2903, 0.6276, -1.5421], [2.7888, -0.7354, -1.8116], [2.6670, 1.8095, -0.5965], [-2.4634, 1.6101, -0.5370], [-3.4390, 0.2227, -1.1029], [-2.4190, 1.1307, -2.2732], [-1.3457, -1.0711, -3.1477], [-2.2785, -2.1125, -2.0346], [-0.4998, -2.3145, -2.1802], [2.7086, 2.2170, -1.6156], [3.6854, 1.6627, -0.2108], [2.1286, 2.5007, 0.0655], [0.0646, 1.6958, -1.3967], [0.4236, 0.4354, -2.6217], [3.8159, -0.8301, -1.4253], [2.8150, -0.2314, -2.7872], [2.3601, -1.7391, -1.9455], [-0.5408, 2.5706, 2.4875], [-1.0347, 3.3351, 4.3636], [-1.4248, 4.7026, 4.4433], [-1.8035, 5.2430, 5.6774], [-1.7896, 4.4573, 6.8392], [-1.3874, 3.1137, 6.7684], [-1.0007, 2.5476, 5.5426], [-1.4162, 5.2819, 3.5235], [-2.1129, 6.2881, 5.7364], [-2.0870, 4.8838, 7.8041], [-1.3696, 2.4961, 7.6664], [-0.6738, 1.5073, 5.4641]],
  "mulliken_charge": [-0.12, 0.51, 0.49, 0.64, 0.42, 0.48, -1.52, 0.35, 0.41, 0.31, -1.14, 0.45, 0.19, 0.36, -1.18, 0.36, 0.19, 0.40, -1.52, 0.32, 0.40, 0.36, -1.51, 0.34, 0.28, 0.31, 0.04, -0.83, -0.53, -1.15, 0.27, -0.74, -0.79, -1.13, 0.36, 0.32, 0.35, 0.38, 0.57, 0.49, 0.41, 0.32, 0.65, 0.39, 0.41, 0.36, 0.90, -1.13, -0.66, 0.91, 0.02, -1.22, -1.35, 0.34, 0.43, 0.17, -0.56, 0.60, 0.38, 0.39, 0.43, 0.30, 0.58, -0.96, 0.53, 0.27, 0.29, 0.04, 0.12, -0.68, -0.52, -0.45, -0.61, 0.28, 0.34, 0.35, 0.36, 0.36, 0.01]
}